{"formula": "C14H28N2O4RuSe3", "method": "ωB97M-V/def2-TZVPD", "homo_ev": [-10.2, -10.4], "lumo_energy_ev": [-3.5, -3.5], "spin_multiplicity": 2, "orbital_gap_ev": [6.69, 6.91], "total_charge": 1, "de_lowest_kj_mol": 0.0, "species": ["Ru", "O", "C", "C", "C", "O", "C", "Se", "C", "Se", "H", "H", "H", "H", "H", "H", "H", "H", "H", "H", "C", "O", "C", "C", "O", "C", "H", "H", "H", "H", "H", "H", "H", "H", "H", "H", "C", "N", "C", "C", "N", "C", "C", "Se", "H", "H", "H", "H", "H", "H", "H", "H"], "coordinates": [[-0.25955, -0.49165, 0.79166], [-4.40193, 2.53360, 3.72635], [-3.81917, 1.39239, 4.33806], [-2.81298, 0.77357, 3.35983], [-2.14205, -0.39197, 4.06652], [-3.01101, -1.45677, 4.44291], [-1.79334, 1.86272, 3.00575], [-0.09053, 1.33866, 2.20054], [-3.57671, 0.31007, 2.12693], [-2.52942, -0.22841, 0.56861], [-5.07036, 2.90492, 4.30846], [-4.59249, 0.65976, 4.59226], [-3.28633, 1.67172, 5.25505], [-1.58459, -0.01287, 4.93459], [-1.42720, -0.83542, 3.38534], [-3.59986, -1.16509, 5.14588], [-1.53457, 2.43333, 3.89863], [-2.23152, 2.56041, 2.29503], [-4.21435, 1.11421, 1.76492], [-4.20401, -0.54553, 2.37698], [-0.95157, -0.50163, -2.33296], [-0.12065, -1.18404, -1.38035], [1.25818, -1.25251, -1.74672], [1.95884, 0.02334, -1.39395], [1.78803, 0.25550, 0.01089], [2.91243, -0.15241, 0.80134], [-0.70595, -0.84537, -3.33804], [-0.82488, 0.57900, -2.26159], [-1.98010, -0.76154, -2.10747], [1.34961, -1.48709, -2.80998], [1.67726, -2.07515, -1.17060], [1.54558, 0.88868, -1.91252], [3.02070, -0.04189, -1.64126], [3.82146, 0.32054, 0.42734], [3.02061, -1.24031, 0.78214], [2.72811, 0.17431, 1.82171], [0.69011, -2.07390, 4.37016], [1.74069, -2.81227, 3.67523], [2.89249, -3.29668, 4.26723], [3.60062, -3.91474, 3.30333], [2.87575, -3.78777, 2.13208], [3.30914, -4.32640, 0.83722], [1.73513, -3.10935, 2.36922], [0.40379, -2.89011, 1.05692], [0.88036, -2.14317, 5.43751], [-0.27576, -2.51593, 4.13637], [0.71534, -1.03486, 4.05128], [3.09276, -3.15981, 5.31472], [4.54363, -4.43047, 3.33539], [4.07579, -5.07056, 1.03175], [3.71643, -3.52826, 0.21969], [2.46930, -4.78856, 0.33008]], "forces_ev_per_angstrom": [[0.2525, 0.9115, -1.1329], [0.0630, -0.0783, 0.0354], [-0.0814, 0.2330, -0.1308], [-0.1624, 0.1384, 0.0292], [0.0788, -0.2985, 0.2190], [0.0723, 0.2301, -0.0923], [-0.0826, 0.1014, -0.0433], [0.0014, -0.2363, 0.3668], [0.0232, 0.1696, -0.0865], [-0.2045, -0.5295, 0.3047], [-0.0148, 0.0020, 0.0168], [-0.0259, -0.0263, -0.0200], [-0.0031, -0.0022, 0.0396], [-0.0175, 0.0068, 0.0243], [0.0179, -0.0588, -0.0931], [0.0367, -0.0262, 0.0240], [0.1042, -0.0322, -0.0120], [-0.1063, 0.0368, 0.0666], [-0.0324, 0.0103, 0.0530], [0.0606, -0.0594, -0.0608], [0.0633, -0.0306, -0.1146], [-0.1603, -0.1448, 0.1936], [-0.0299, -0.1583, -0.3038], [0.0314, 0.2067, 0.0806], [0.3463, -0.2277, 0.5069], [0.0217, 0.0192, -0.1277], [0.0205, -0.0206, 0.0030], [0.0163, 0.0123, 0.0114], [-0.0093, -0.0045, 0.0318], [-0.0454, 0.0546, -0.0152], [-0.0184, -0.0282, -0.0369], [-0.0697, -0.0120, 0.0316], [0.0019, 0.0196, 0.0435], [-0.0092, 0.0211, 0.0046], [0.0377, 0.0150, -0.0291], [-0.0578, 0.0217, -0.0011], [0.1643, -0.1362, -0.0563], [-0.0855, 0.1567, 0.2205], [-0.1729, 0.1217, -0.0228], [-0.0842, 0.0226, -0.2522], [0.2759, -0.2161, -0.1378], [-0.0966, 0.0981, 0.3294], [0.1269, -0.1760, -0.1506], [-0.1046, -0.1712, 0.3750], [-0.0272, -0.0019, 0.0032], [-0.0131, 0.0125, -0.0080], [-0.0868, 0.0670, -0.0014], [-0.0082, 0.0025, -0.0136], [-0.0197, 0.0015, 0.0149], [0.0213, 0.0063, -0.0460], [0.0101, 0.0017, -0.0340], [-0.0187, -0.0248, -0.0066]], "lowdin_charge": [0.351, -0.040, -0.212, -0.578, -0.272, -0.037, -0.497, 0.713, -0.467, 0.765, 0.102, 0.130, 0.135, 0.140, 0.031, 0.088, 0.075, 0.073, 0.070, 0.078, -0.093, -0.392, -0.212, -0.158, -0.361, -0.079, 0.103, 0.096, 0.048, 0.142, 0.066, 0.138, 0.139, 0.104, 0.063, 0.075, -0.007, -0.099, -0.015, -0.019, -0.122, -0.014, -0.628, 0.799, 0.106, 0.091, 0.057, 0.133, 0.133, 0.099, 0.089, 0.074]}